1.
# C47H125N7O14

12 unconnected molecules or ions with the total composition C47H125N7O14 (ωB97M-V with the def2-TZVPD basis set, the Open Molecules 2025 dataset).

Structure (XYZ):
```
193
Properties=species:S:1:pos:R:3:lowdin_spin:R:1
C 4.258 -3.837 -1.360 0.005
O 4.699 -4.305 -0.099 0.002
C 5.983 -4.961 -0.182 0.003
C 6.408 -5.568 1.144 0.001
N 5.470 -6.647 1.546 0.000
C 5.675 -7.223 2.905 0.000
C 4.639 -8.280 3.177 0.000
O 4.702 -9.422 2.280 0.001
C 3.646 -10.324 2.396 0.002
H 3.241 -3.454 -1.281 0.000
H 4.114 -4.737 -1.958 0.001
H 4.924 -3.147 -1.878 0.002
H 6.759 -4.267 -0.507 0.001
H 5.824 -5.737 -0.931 0.001
H 6.418 -4.784 1.901 0.000
H 7.417 -5.980 1.125 0.000
H 5.492 -7.427 0.904 0.000
H 5.582 -6.470 3.687 0.000
H 6.657 -7.683 3.015 0.000
H 3.672 -7.785 3.266 0.000
H 4.865 -8.585 4.198 0.000
H 3.884 -11.199 1.791 0.000
H 2.769 -9.785 2.037 0.001
H 3.352 -10.539 3.424 0.000
C -1.918 10.981 4.816 0.007
O -1.587 9.979 3.894 0.010
C -0.186 9.761 3.728 0.006
C 0.118 8.614 2.800 0.005
N -0.156 8.946 1.418 0.002
C 0.139 7.830 0.486 0.043
C -0.452 6.410 0.821 0.039
O 0.468 5.814 1.737 0.003
C -0.105 4.699 2.387 0.011
H -1.532 11.977 4.602 0.000
H -1.662 10.692 5.836 0.001
H -2.981 11.196 4.707 0.001
H 0.395 9.633 4.641 0.001
H 0.157 10.743 3.403 0.001
H -0.472 7.783 3.186 0.002
H 1.097 8.147 2.909 0.001
H -1.132 9.205 1.448 0.008
H 1.218 7.787 0.332 0.004
H -0.318 8.106 -0.465 0.031
H -0.584 5.694 0.009 0.016
H -1.472 6.472 1.198 0.026
H -0.454 3.939 1.688 0.004
H -0.920 5.100 2.990 0.003
H 0.671 4.352 3.070 0.003
C 2.486 -2.646 1.956 0.000
C 3.108 -3.852 2.759 0.000
C 2.477 -4.073 4.183 0.001
O 2.980 -5.204 4.875 0.000
C 2.628 -5.239 6.267 0.001
N 2.803 -4.942 1.906 0.000
H 1.409 -2.712 1.802 0.000
H 3.078 -2.426 1.067 0.000
H 2.502 -1.785 2.624 0.000
H 4.173 -3.619 2.727 0.000
H 1.405 -4.271 4.159 0.000
H 2.507 -3.176 4.802 0.001
H 3.097 -4.365 6.720 0.000
H 3.123 -6.011 6.855 0.000
H 1.548 -5.237 6.415 0.000
H 2.918 -5.830 2.373 0.000
H 3.566 -4.924 1.244 0.000
C -1.359 0.610 -4.624 0.011
C -2.574 0.669 -5.518 0.007
C -3.892 0.143 -4.885 0.006
O -3.707 -1.260 -4.589 0.002
C -3.511 -2.158 -5.625 0.014
N -2.757 2.026 -6.019 0.004
H -1.197 -0.369 -4.171 0.001
H -1.475 1.361 -3.843 0.003
H -0.517 0.952 -5.225 0.004
H -2.384 0.086 -6.419 0.002
H -4.705 0.231 -5.605 0.003
H -4.101 0.740 -3.997 0.002
H -4.281 -2.124 -6.395 0.002
H -3.500 -3.166 -5.209 0.003
H -2.499 -2.059 -6.018 0.003
H -1.894 2.540 -6.125 0.007
H -3.223 2.655 -5.381 0.000
C -3.366 5.469 -6.226 0.033
C -4.733 5.059 -5.605 0.011
C -4.726 4.876 -4.009 0.072
O -3.887 3.780 -3.738 0.025
C -3.610 3.757 -2.376 0.070
N -5.579 6.148 -5.980 0.005
H -2.546 4.772 -6.055 0.009
H -2.983 6.419 -5.854 0.016
H -3.465 5.323 -7.302 0.002
H -5.168 4.194 -6.106 0.002
H -5.772 4.722 -3.745 0.017
H -4.405 5.830 -3.590 0.035
H -4.476 3.555 -1.746 0.024
H -3.198 4.643 -1.891 0.039
H -2.848 3.010 -2.155 0.005
H -6.470 5.972 -5.539 0.006
H -5.366 6.982 -5.452 0.009
C -3.983 0.649 2.177 0.008
C -3.412 1.078 3.540 0.004
C -4.285 2.144 4.349 0.006
O -4.239 3.435 3.656 0.019
C -4.872 4.524 4.317 0.025
N -3.214 -0.155 4.262 0.001
H -4.957 0.164 2.240 0.002
H -3.202 0.048 1.712 0.000
H -4.238 1.504 1.550 0.007
H -2.431 1.502 3.323 0.002
H -3.850 2.181 5.348 0.001
H -5.338 1.889 4.470 0.001
H -5.888 4.199 4.543 0.002
H -4.918 5.412 3.687 0.014
H -4.380 4.818 5.245 0.003
H -2.436 -0.010 4.890 0.001
H -2.747 -0.817 3.658 0.000
C 1.123 -1.261 -1.397 0.002
C 0.336 -0.703 -0.212 0.001
C -0.321 0.626 -0.447 0.002
O 0.589 1.670 -0.532 0.005
C 0.070 2.815 -1.183 0.023
N -0.567 -1.815 0.076 0.000
H 1.682 -2.151 -1.110 0.000
H 1.869 -0.560 -1.771 0.000
H 0.564 -1.442 -2.315 0.002
H 1.092 -0.625 0.570 0.000
H -0.940 0.891 0.410 0.002
H -0.916 0.464 -1.345 0.001
H 0.041 2.739 -2.270 0.012
H 0.775 3.617 -0.962 0.008
H -0.898 3.190 -0.852 0.009
H -1.196 -1.890 -0.711 0.000
H -0.027 -2.669 0.078 0.000
C -1.778 -3.754 4.313 0.001
C -1.477 -3.479 2.853 0.000
C -2.576 -3.899 1.879 0.001
O -1.329 -2.091 2.695 0.001
H -2.752 -3.400 4.650 0.000
H -1.018 -3.254 4.912 0.000
H -1.764 -4.840 4.403 0.000
H -0.553 -3.978 2.560 0.000
H -3.032 -4.869 2.078 0.001
H -2.129 -4.017 0.891 0.000
H -3.420 -3.219 1.769 0.000
H -1.152 -2.035 1.754 0.000
C 3.736 1.424 1.724 0.004
C 3.902 2.468 0.632 0.001
C 5.296 2.997 0.512 0.005
O 3.379 1.857 -0.477 0.001
H 4.208 0.481 1.450 0.000
H 2.713 1.071 1.852 0.001
H 4.188 1.747 2.661 0.001
H 3.324 3.382 0.766 0.001
H 5.493 3.522 1.447 0.001
H 5.378 3.686 -0.329 0.002
H 5.979 2.164 0.340 0.001
H 2.420 1.885 -0.456 0.000
C 3.126 2.397 -3.896 0.016
C 4.609 1.995 -3.842 0.003
C 4.865 0.615 -4.362 0.008
O 5.407 2.881 -4.670 0.002
H 2.980 3.328 -3.349 0.008
H 2.498 1.641 -3.425 0.001
H 2.875 2.479 -4.954 0.005
H 4.862 2.054 -2.783 0.000
H 5.936 0.411 -4.369 0.002
H 4.455 0.501 -5.365 0.002
H 4.464 -0.183 -3.736 0.001
H 6.315 2.580 -4.747 0.001
C -0.804 -4.697 -1.823 0.005
C 0.116 -5.342 -0.806 0.001
C 1.064 -6.370 -1.366 0.005
O 0.919 -4.360 -0.175 0.000
H -1.489 -4.024 -1.308 0.000
H -1.373 -5.416 -2.413 0.002
H -0.258 -4.084 -2.540 0.002
H -0.563 -5.855 -0.125 0.000
H 1.595 -6.020 -2.251 0.002
H 0.540 -7.253 -1.733 0.001
H 1.816 -6.695 -0.647 0.000
H 1.664 -4.770 0.269 0.000
C -4.817 -0.607 -1.429 0.016
C -3.872 -1.747 -1.109 0.001
C -4.496 -3.107 -1.284 0.006
O -2.827 -1.681 -2.028 0.000
H -5.580 -0.632 -0.652 0.004
H -5.329 -0.726 -2.384 0.004
H -4.279 0.339 -1.492 0.004
H -3.514 -1.590 -0.091 0.000
H -3.885 -4.004 -1.178 0.001
H -4.841 -3.200 -2.313 0.002
H -5.298 -3.203 -0.552 0.001
H -3.220 -1.752 -2.901 0.000
```

E_LUMO (spin up / spin down)   1.8 / 1.8 eV
Spin multiplicity   2
Max |F|   3.54 eV/A
⟨S²⟩   0.750
Orbital gap (spin up / spin down)   0.041 / 0.309 hartree
E_HOMO (spin up / spin down)   0.68 / -6.65 eV
Charge   -1

=====

2.
# C4H12

2 unconnected molecules or ions with the total composition C4H12 (ωB97M-V with the def2-TZVPD basis set, the Open Molecules 2025 dataset).

Structure (XYZ):
```
16
Properties=species:S:1:pos:R:3:lowdin_spin:R:1
C -0.693 -2.027 0.448 0.087
C -1.400 -1.112 1.444 0.101
H -0.297 -1.517 -0.349 0.018
H 0.271 -2.388 0.864 0.019
H -1.361 -3.002 0.143 0.008
H -2.414 -0.711 1.180 0.024
H -0.940 -0.124 1.602 0.022
H -1.499 -1.641 2.369 0.008
C 0.952 1.077 -0.417 0.248
C 1.069 1.995 -1.569 0.229
H -0.078 1.168 0.131 0.037
H 1.418 0.165 -0.795 0.037
H 1.663 1.355 0.579 0.069
H 0.448 2.853 -1.404 0.036
H 2.113 2.221 -1.645 0.030
H 0.748 1.688 -2.581 0.028
```

E_LUMO (spin up / spin down)   4.4 / 4.3 eV
Spin multiplicity   2
Max |F|   3.85 eV/A
⟨S²⟩   0.750
Orbital gap (spin up / spin down)   0.106 / 0.398 hartree
E_HOMO (spin up / spin down)   1.50 / -6.54 eV
Charge   -1

=====

3.
# C23H28CoN4PSe2

A molecular structure, C23H28CoN4PSe2 (ωB97M-V with the def2-TZVPD basis set, the Open Molecules 2025 dataset).

Structure (XYZ):
```
59
Properties=species:S:1:pos:R:3:lowdin_spin:R:1
Co 0.184 1.230 -0.191 2.699
C -1.317 1.761 2.202 0.004
C -1.815 2.916 1.339 0.002
N -1.510 2.669 -0.092 0.049
C -1.093 3.875 -0.837 0.003
C 0.399 4.093 -0.723 0.005
C 1.023 5.329 -0.751 0.001
C 2.408 5.368 -0.652 0.002
C 3.134 4.195 -0.502 0.001
C 2.443 2.993 -0.480 0.009
C 3.099 1.638 -0.320 0.005
N 2.213 0.676 0.364 0.046
C 2.298 0.670 1.846 0.003
C 0.909 0.535 2.466 0.009
N 0.102 1.602 1.869 0.052
N 1.116 2.975 -0.613 0.045
H -1.832 0.829 1.956 0.000
H -1.482 1.970 3.264 0.001
H -1.307 3.836 1.638 0.000
H -2.884 3.088 1.489 0.001
H -2.337 2.291 -0.541 0.003
H -1.637 4.766 -0.509 0.001
H -1.339 3.721 -1.892 0.000
H 0.446 6.236 -0.841 0.000
H 2.921 6.319 -0.670 0.000
H 4.208 4.215 -0.395 0.000
H 4.058 1.745 0.194 0.001
H 3.310 1.237 -1.317 0.001
H 2.421 -0.259 0.021 0.003
H 2.750 1.613 2.170 0.000
H 2.957 -0.129 2.192 0.001
H 0.970 0.612 3.557 0.002
H 0.454 -0.431 2.222 0.002
H 0.568 2.488 2.061 0.002
Se -0.917 -0.243 -1.870 0.282
P -0.239 -2.234 -1.389 0.019
Se 1.834 -1.971 -2.066 0.715
C -1.093 -3.463 -2.372 0.002
C -0.495 -4.078 -3.467 0.003
C -1.212 -5.003 -4.208 0.000
C -2.519 -5.308 -3.862 0.001
C -3.120 -4.694 -2.770 0.000
C -2.411 -3.774 -2.023 0.001
C -0.353 -2.587 0.375 0.001
C 0.708 -3.190 1.047 0.006
C 0.592 -3.490 2.396 0.001
C -0.581 -3.192 3.074 0.000
C -1.639 -2.586 2.409 0.000
C -1.527 -2.279 1.065 0.002
H 0.523 -3.842 -3.749 0.003
H -0.749 -5.485 -5.056 0.000
H -3.076 -6.030 -4.445 0.000
H -4.137 -4.940 -2.502 0.000
H -2.887 -3.308 -1.172 0.000
H 1.622 -3.437 0.522 0.009
H 1.414 -3.964 2.915 0.000
H -0.674 -3.436 4.123 0.000
H -2.553 -2.359 2.941 0.000
H -2.348 -1.782 0.561 0.003
```

E_LUMO (spin up / spin down)   -5.2 / -8.1 eV
Spin multiplicity   5
Max |F|   0.76 eV/A
⟨S²⟩   6.015
Orbital gap (spin up / spin down)   0.335 / 0.233 hartree
E_HOMO (spin up / spin down)   -14.36 / -14.42 eV
Charge   +2

=====

4.
# H24O12

12 unconnected molecules or ions with the total composition H24O12 (ωB97M-V with the def2-TZVPD basis set, the Open Molecules 2025 dataset).

Structure (XYZ):
```
36
Properties=species:S:1:pos:R:3:lowdin_charge:R:1
O -1.147 0.617 -0.815 -0.096
H -0.801 -0.087 -0.255 0.022
H -0.609 1.383 -0.588 -0.037
O 2.381 -2.943 0.204 -0.069
H 2.909 -3.572 0.708 0.052
H 1.568 -2.857 0.715 0.033
O 0.969 1.092 -0.421 -0.063
H 1.200 1.720 -1.115 0.064
H 1.625 1.251 0.267 0.080
O 1.769 1.519 -4.055 -0.054
H 1.761 0.558 -4.128 0.065
H 2.496 1.792 -4.625 0.047
O -0.385 -1.427 3.536 -0.042
H -0.051 -1.912 2.773 0.028
H 0.411 -1.111 3.978 0.034
O -3.464 -2.180 3.738 -0.065
H -3.174 -1.954 2.847 0.011
H -2.718 -2.661 4.114 0.018
O 0.167 1.543 4.535 -0.053
H -0.397 1.218 3.824 0.026
H 1.062 1.414 4.203 0.027
O 1.237 -2.331 -1.547 -0.088
H 1.486 -1.422 -1.344 0.041
H 0.582 -2.243 -2.248 0.052
O -3.809 0.571 1.710 -0.056
H -3.166 0.466 1.000 0.010
H -4.585 0.937 1.272 0.038
O -0.783 3.555 -0.271 -0.038
H 0.013 3.854 0.183 0.046
H -0.742 3.992 -1.129 0.054
O 2.444 4.027 -4.047 -0.065
H 2.409 3.839 -4.992 0.035
H 2.124 3.216 -3.636 -0.019
O -0.857 -4.208 -1.758 -0.055
H -0.278 -3.516 -1.420 -0.019
H -1.648 -4.139 -1.212 0.038
```

Structure (SMILES)   O.O.O.O.O.O.O.O.O.O.O.O
E_LUMO   -0.6 eV
Spin multiplicity   1
Max |F|   3.10 eV/A
Orbital gap   0.374 hartree
E_HOMO   -10.76 eV

=====

5.
# C5H7ClFN

A single C5H7ClFN molecule (ωB97M-V with the def2-TZVPD basis set, the Open Molecules 2025 dataset).

Structure (XYZ):
```
15
Properties=species:S:1:pos:R:3:lowdin_charge:R:1
F 0.225 2.065 -0.812 -0.024
C 0.422 1.262 0.342 -0.273
C -0.927 0.424 0.415 -0.245
N -1.972 0.051 -0.478 0.067
C -0.693 -0.381 -0.883 -0.358
C 0.341 -1.144 -0.473 -0.210
C 1.239 -0.008 0.351 -0.729
Cl 2.743 0.130 -0.403 0.692
H 0.790 1.604 1.353 0.157
H -0.908 0.065 1.540 0.171
H -2.753 -0.471 0.085 0.161
H -0.488 0.597 -1.485 0.175
H -0.108 -1.871 0.309 0.147
H 0.681 -1.854 -1.281 0.124
H 1.410 -0.467 1.420 0.146
```

Structure (SMILES)   F[C@H]1[C@H]2N[C@@H]2C[C@H]1Cl
E_LUMO   0.6 eV
Spin multiplicity   1
Max |F|   6.77 eV/A
Orbital gap   0.324 hartree
E_HOMO   -8.19 eV

=====

6.
# C4H4N2

A single C4H4N2 molecule (ωB97M-V with the def2-TZVPD basis set, the Open Molecules 2025 dataset).

Structure (XYZ):
```
10
Properties=species:S:1:pos:R:3:lowdin_charge:R:1
C 0.447 -0.653 0.937 -0.133
C -0.932 -0.621 0.794 -0.114
N -1.468 -0.298 -0.434 0.017
N -0.831 0.313 -1.335 0.020
C 0.408 0.885 -0.899 -0.272
C 1.039 0.430 0.280 -0.015
H 0.980 -1.291 1.636 0.092
H -1.656 -0.941 1.544 0.107
H 0.617 1.882 -1.302 0.117
H 1.396 0.295 -1.221 0.182
```

E_LUMO   -0.6 eV
Spin multiplicity   1
Max |F|   0.59 eV/A
Orbital gap   0.298 hartree
E_HOMO   -8.71 eV

=====

| no. | molar mass (g mol⁻¹) | E_tot (eV) |
| --- | --- | --- |
| 1 | 1012.6 | -89853.224 |
| 2 | 60.1 | -4339.452 |
| 3 | 608.3 | -207863.174 |
| 4 | 216.2 | -24957.655 |
| 5 | 135.6 | -22021.453 |
| 6 | 80.1 | -7187.551 |